ORCA calculation (ωB97M-V with the def2-TZVPD basis set) on C52H110AsF6HgN2O20S10 as an isolated structure.

```
202
Properties=species:S:1:pos:R:3:forces:R:3
Hg -1.45443 6.43492 -0.32040 1.1 -2.4 0.5
As 0.11247 0.58709 -0.00217 -1.3 -0.5 0.7
S -4.54241 -0.30171 4.67667 -0.8 0.5 -1.2
S 1.58588 -2.86045 -5.71067 0.1 -0.6 -1.1
S -2.38962 0.18842 -5.51845 0.8 -0.1 -0.7
S 0.12098 -5.99111 2.05299 -1.4 1.1 -0.4
S -0.51949 5.07786 3.12939 2.6 0.4 5.4
S 6.55505 0.01131 -5.88682 0.0 0.0 -0.4
S 2.47379 5.10342 -0.40120 1.2 0.8 0.6
S -0.66542 4.34796 -3.27401 -1.8 0.9 -3.5
S 5.89009 -1.42158 -0.61794 0.1 1.6 1.5
S -3.85714 3.82072 0.26974 -1.9 -2.1 1.3
F 0.21211 -1.16459 0.32072 0.4 1.8 -0.4
F 1.65904 0.68926 -0.94496 -1.9 -0.3 0.8
F -0.19324 2.31696 -0.36380 0.5 -0.8 0.2
F -1.38661 0.69832 1.01728 1.2 -0.2 -0.8
F 1.03835 0.98517 1.46705 -0.4 -0.2 -1.2
F -0.96008 0.18800 -1.39011 1.3 0.4 0.7
O -3.31621 -1.05659 4.75057 -0.2 0.0 -0.2
O -3.11295 0.43215 -6.81044 1.8 -0.1 2.9
O -1.90093 4.00171 -4.00362 1.3 0.3 1.6
O 5.49391 -0.86300 -6.41696 1.3 1.5 0.5
O -0.57171 -7.27397 1.87995 0.7 1.4 0.3
O -1.05873 0.82529 -5.20949 -2.7 -0.9 -0.7
O 5.14968 -1.95268 -1.76709 1.1 0.3 1.0
O 2.82890 -3.48346 -6.18815 -1.5 0.9 1.3
O 7.95450 -0.23182 -6.23343 -1.5 0.2 0.3
O -3.18157 5.00107 -0.31217 -0.2 0.4 -0.1
O 7.34054 -1.15967 -0.59396 -1.8 -0.5 -0.8
O 0.66121 5.87841 3.55328 -1.9 -1.5 -1.2
O 3.08093 5.07652 -1.73694 -1.5 -0.1 0.8
O 1.06496 5.51136 -0.14194 1.2 -0.1 -0.6
O -1.02896 5.26802 1.81345 -1.3 0.8 -3.5
O -0.45245 -4.96274 2.96866 1.4 -1.9 -1.3
O -3.59341 3.47377 1.67418 0.0 0.8 -1.9
O 0.43559 -2.94649 -6.63133 1.1 0.3 1.4
O -4.84759 0.60734 5.77696 -0.1 -0.6 -1.1
O -0.83474 5.05861 -1.97308 0.2 -0.3 -0.2
N 1.82831 -1.12166 5.55747 -0.2 1.2 0.3
N -4.01698 -4.42704 0.42696 1.4 -0.8 -1.0
C -3.31697 -3.20146 -0.00413 -0.1 -0.1 1.0
C -5.71266 3.97414 -0.02353 -0.2 0.5 -0.1
C 5.30776 2.23829 -4.96889 0.1 -0.2 0.0
C 0.41110 -5.15980 0.37852 -0.6 -0.8 1.5
C 6.03681 1.64250 -3.80936 1.5 -1.2 1.9
C -5.98434 0.31633 2.32000 0.4 0.3 0.2
C 1.13904 3.06454 -4.69078 -1.0 -0.2 1.2
C -3.63251 0.38223 -4.14397 -0.1 1.1 -0.9
C -3.74354 2.34409 -0.81462 -0.1 0.6 0.5
C 5.49714 -2.34087 0.91829 0.2 0.3 -0.9
C -3.52141 -2.03816 -4.51232 1.5 0.2 0.2
C 2.35170 1.28694 5.58183 -0.4 0.1 -0.4
C -0.32776 3.27271 3.49842 -0.6 0.5 -0.6
C 1.90156 -6.27223 2.33186 -1.6 0.0 -0.4
C 4.44721 -1.51653 1.66174 -1.9 -1.1 -0.1
C 4.96430 0.12841 -0.03252 1.4 -0.7 -0.1
C 1.96640 -2.57147 -3.10929 1.2 0.0 0.3
C -6.82062 -0.46441 3.31438 -1.1 -0.9 0.6
C 0.42485 2.91042 -3.24063 0.6 0.7 -1.5
C -3.85860 -1.96617 0.69115 -0.3 0.8 0.2
C -1.87257 5.38110 4.35429 0.6 0.0 -0.5
C 1.41410 4.51963 -4.95060 1.7 0.8 0.0
C 3.95657 5.28991 1.80203 0.0 -0.6 2.8
C 2.33584 -2.41498 5.22544 -0.5 -1.6 1.1
C 0.33813 5.47056 -4.49945 -1.1 -1.5 1.3
C -6.25479 2.71562 -0.77852 2.8 0.7 0.2
C 4.75043 -0.04708 1.50248 0.7 0.0 -0.8
C -4.45622 -5.71242 2.52431 -1.6 -1.1 -0.5
C 1.97663 -1.06294 -3.61932 0.5 -1.6 -0.7
C -3.74649 -5.39543 -1.82835 0.5 -0.6 0.2
C 1.86824 -1.09237 -5.17408 -1.8 -0.6 0.0
C -5.02024 2.41110 -1.69835 -0.4 -0.5 0.3
C 1.08485 -3.44571 -3.98068 0.4 1.1 -1.1
C -3.63397 -4.68986 1.79448 0.0 0.3 1.7
C -2.23325 -1.63755 -5.27782 -0.8 0.6 -1.0
C 0.07384 -1.37752 3.79376 -1.5 0.1 0.6
C -3.42995 -5.59212 -0.31206 -2.6 0.9 -1.8
C 2.79032 3.51773 0.45978 -0.1 0.1 0.7
C 3.64125 6.16865 0.66442 -1.1 -0.4 -1.6
C -2.31703 3.99995 4.81097 -0.5 -1.1 -0.6
C 2.49402 -4.99441 1.73868 0.2 0.0 1.1
C -4.65115 0.65245 2.99413 0.1 0.1 0.9
C 1.70403 -3.55608 6.10562 0.2 0.9 -1.2
C 1.88121 -4.77732 0.36732 -0.3 -0.7 -0.3
C 6.33871 0.14275 -4.10197 -0.6 0.3 0.1
C 4.00536 3.81301 1.35643 0.6 1.2 -1.2
C -6.02554 -1.36025 4.23228 1.9 -0.5 0.4
C -3.71300 -0.93706 -3.44160 -0.3 -1.3 -0.3
C -1.10483 3.03638 4.83078 0.7 0.9 -0.5
C 2.73746 -0.10642 5.04359 -0.2 1.3 1.5
C 0.39433 -0.86928 5.25719 0.8 -0.9 -2.3
C 6.15816 1.84340 -6.17365 -0.2 -1.2 -1.1
H 2.16741 -2.64686 4.17379 0.0 -0.2 -0.4
H 4.87979 3.87180 0.70833 0.3 -0.9 -0.2
H -4.59659 -5.58119 3.59723 0.3 0.5 -0.1
H 0.03136 -3.19089 -3.86528 -0.1 -0.1 -0.2
H 4.90241 5.60420 2.24329 0.4 -0.2 -0.3
H 5.48896 1.61212 -2.86753 -0.5 0.3 -0.1
H 1.61953 4.54489 -6.02077 0.0 0.7 0.0
H -2.28979 -3.28448 0.35100 0.6 0.0 -0.3
H -2.74023 2.29684 -1.23798 -0.2 0.1 -0.5
H -3.46476 -1.82977 1.69831 0.3 -0.1 0.0
H 2.18727 -4.15293 2.35990 0.3 0.0 0.3
H 7.16196 -0.33175 -3.56791 0.2 0.4 -0.2
H 0.70463 2.97561 3.31406 0.2 0.3 0.8
H 0.65679 6.28942 -3.85444 0.1 0.1 -0.5
H -0.82350 2.79037 2.65599 -0.5 -0.1 0.0
H 0.68194 -3.68213 5.74850 -0.1 -0.2 0.3
H 2.60393 -0.60959 -5.81733 0.6 -0.4 0.4
H 2.35712 -5.48593 -0.31054 0.3 0.5 -0.4
H 1.73200 -3.30153 7.16511 0.0 0.0 -0.1
H -2.95535 -0.99184 -2.65989 0.1 -0.1 0.0
H -2.60189 -5.03456 1.85840 0.4 0.7 0.1
H -3.13889 -4.65677 -2.35112 0.1 0.1 0.2
H -3.59705 -6.31332 -2.39691 0.0 -0.2 0.2
H -4.20187 -6.76626 2.41100 0.5 0.1 -0.2
H 2.30431 4.85482 -4.41838 0.3 -0.3 -0.1
H -0.27036 -1.34409 5.97889 0.2 -0.1 0.0
H -4.91058 3.16811 -2.47489 0.0 0.0 0.0
H -4.93641 -1.91752 0.84628 -0.2 -0.5 -0.5
H 4.34803 1.72691 -4.89472 -0.3 0.1 -0.9
H 2.96075 2.69325 -0.23253 0.0 0.3 -0.3
H 0.15832 -5.98238 -0.29049 -0.1 0.4 -0.3
H -1.27859 -1.86427 -4.80314 -0.3 0.2 0.3
H 2.24174 -4.48818 5.93194 0.0 0.0 0.0
H -0.14090 -2.44508 3.74555 0.7 -0.3 0.1
H 1.90635 -6.56943 3.38055 0.8 0.5 0.1
H 1.73723 -2.68002 -2.04920 -0.6 0.5 0.0
H 0.92505 -0.62406 -5.45545 -0.2 0.0 -0.1
H 1.61655 1.79160 4.95494 -0.1 -0.1 -0.1
H 5.14085 3.30436 -4.81480 0.1 0.0 -0.3
H -4.40619 -2.13878 -5.14092 0.2 0.3 -0.2
H 1.02965 3.10202 -2.35428 0.4 -0.4 -0.3
H 4.10701 0.07612 -0.70367 -0.5 0.3 0.6
H -2.79687 3.92723 5.78697 0.0 0.5 0.0
H -3.45038 1.25028 -3.51040 0.6 -0.1 -0.2
H -5.43487 -5.63719 2.05030 -0.5 -0.1 0.3
H 3.15400 7.12852 0.83573 -0.1 -0.2 0.2
H -3.75369 1.58066 -0.03669 -0.3 -0.4 -0.1
H 1.94620 -3.72783 0.08018 0.5 -0.2 -0.3
H -3.77119 0.41020 2.39823 0.0 -0.2 0.2
H -5.26782 1.46689 -2.18340 0.6 -0.1 -0.1
H -6.45440 -1.78626 5.13931 -0.5 0.9 0.2
H 4.17669 3.08629 2.15055 -0.2 0.2 -0.1
H -0.17293 2.00041 -3.18911 -0.1 0.2 0.2
H -3.37934 -3.01297 -4.04576 0.0 0.0 0.1
H 4.03797 0.68910 1.87468 -0.5 -0.5 0.0
H 3.58133 -5.03668 1.67481 0.0 0.1 0.1
H 5.75718 1.87051 -7.18685 -0.8 -0.1 0.2
H 3.31551 5.38842 2.67807 -0.7 0.2 -0.3
H -5.86096 -0.17479 1.35476 0.2 -0.4 0.3
H 0.73505 -1.07554 2.98153 0.5 0.0 0.4
H -2.38767 -5.82069 -0.08954 0.1 0.2 0.1
H 0.18800 0.20082 5.27745 0.2 -0.1 0.3
H 3.41271 -2.43157 5.39324 0.1 0.2 0.0
H 5.45138 -0.41955 -3.81122 0.0 -0.2 -0.4
H -7.33703 0.19781 4.00927 -0.3 0.3 -0.4
H -4.62374 1.71047 3.25483 0.2 -0.1 0.2
H -1.48337 6.02091 5.14629 0.2 -0.1 -0.2
H 4.54647 6.32248 0.07705 -0.3 0.0 -0.4
H -5.75296 4.83779 -0.68729 -0.2 0.0 -0.1
H -2.60977 5.91730 3.75669 -0.2 0.0 0.3
H 5.60267 0.97717 -0.27785 0.0 0.0 -0.1
H -0.31805 5.74318 -5.32600 -0.4 0.1 0.5
H 6.43018 -2.37649 1.48068 0.0 -0.2 -0.1
H -4.66757 -1.22449 -3.00080 -0.2 0.8 0.3
H 1.88121 1.18120 6.55935 0.3 0.0 0.1
H -7.15448 2.88370 -1.37048 0.1 0.2 0.3
H -3.58986 -1.06275 0.14367 0.2 0.1 -0.1
H 3.70573 -0.29479 5.50734 0.2 -0.4 -0.3
H -3.28772 -3.09904 -1.08891 -0.3 0.0 0.2
H 1.12939 -0.60519 -3.10870 0.1 0.5 -0.5
H -1.30646 1.97216 4.95276 -0.5 0.1 -0.2
H -7.54250 -1.06022 2.75581 -0.3 0.0 0.3
H 1.24147 -4.52148 -3.90145 0.1 0.2 -0.1
H -4.08577 -6.41376 -0.02410 0.5 -0.4 0.2
H 2.96266 -3.01369 -3.10848 0.3 0.3 -0.5
H 5.22981 -3.30853 0.49374 -0.3 -0.2 0.7
H 2.87521 -0.02125 3.96569 -0.2 -0.4 -0.5
H -6.22145 4.24013 0.90302 0.3 -0.1 0.1
H 0.50955 2.73612 -5.51782 -0.6 -0.4 0.6
H 1.91903 3.23761 1.05182 -0.2 0.3 -0.1
H -4.48656 0.64957 -4.76625 -0.4 -0.3 0.2
H -3.05345 3.67395 4.07646 0.0 -0.3 0.1
H -0.23831 -4.28688 0.31233 -0.2 -0.3 0.0
H -3.82042 -3.78398 2.37129 0.6 0.2 0.0
H 3.44432 -1.67464 1.26510 -0.1 -0.2 -0.7
H -4.79751 -5.13145 -1.94574 0.0 0.1 0.1
H -6.56344 1.20527 2.06994 0.2 0.3 0.2
H -0.90278 -1.02772 3.45918 -0.2 0.6 0.2
H -0.57019 3.33456 5.73265 0.7 -0.1 -0.2
H -5.63702 -2.28527 3.80627 0.4 0.3 -0.7
H 3.19595 1.97474 5.62943 0.2 -0.2 0.1
H 6.94927 2.15956 -3.51243 0.2 0.2 -0.5
H 2.05997 2.50115 -4.84109 0.0 -0.1 0.7
H 5.64589 0.11384 2.10278 0.5 0.5 -0.5
H -2.15846 -2.00549 -6.30111 -0.1 -0.2 0.1
H 7.08471 2.39206 -6.34263 0.3 -0.1 0.9
H -6.36028 1.85208 -0.12183 -0.3 0.2 0.1
H 2.06024 -7.15564 1.71339 0.3 0.0 0.0
H 2.91200 -0.53522 -3.43310 -0.1 -0.2 0.8
H 4.24399 -1.89993 2.66164 0.8 0.3 0.4
```
Forces are in eV/Å.

As for the charge: +1. The calculation puts the HOMO energy at -9.670 eV. The calculation puts the LUMO energy at -0.276 Ha. As for the total energy: -289295.75202 eV. The value obtained for the gap between HOMO and LUMO is 2.152 eV.

Atom charges from the Mulliken analysis, given in e for atoms 1 to 5: 1.976 1.981 0.959 1.165 0.804